(1)
C5H8O4 | wB97M-V/def2-TZVPD

```
17
Properties=species:S:1:pos:R:3
C 0.9514 -0.2140 0.2348
C 1.9699 -1.2270 -0.1765
C -0.4800 -0.3561 -0.2229
C -1.5019 0.4403 0.5089
C -2.7892 0.1276 0.4147
O 0.6943 0.7265 -1.2581
O 0.2201 2.0648 -1.0261
O 1.1059 0.3654 1.4322
O -0.7341 -1.4200 -0.8093
H -0.4138 2.1933 -1.7474
H 2.0389 0.5509 1.6101
H -1.1634 1.2849 1.0938
H 1.6289 -2.2568 -0.0459
H 2.2418 -1.1124 -1.2240
H 2.8775 -1.1142 0.4229
H -3.0989 -0.7407 -0.1501
H -3.5475 0.6874 0.9429
```

Output
Energy above the lowest of the compared OMol25 structures with the same formula, charge and spin ... 5.821 eV
Net charge ... 0
Maximum force ... 4.37 eV Å⁻¹
HOMO ... -8.976 eV
Kohn-Sham gap ... 9.475 eV

(2)
C5H8O4S | wB97M-V/def2-TZVPD

```
18
Properties=species:S:1:pos:R:3
C -0.1743 1.2721 -0.4986
C 0.6691 1.1954 -1.4792
C -0.4665 -0.0402 0.3393
C 1.0422 -1.3338 -0.9901
C -0.8091 0.2860 1.7395
O 0.6237 -1.0290 0.2745
O -0.8948 2.3342 -0.0712
O 0.7828 2.0370 -2.5086
O 2.3847 -1.6493 -1.0905
S 0.0556 -2.4540 -2.0271
H -1.3471 -0.4483 -0.1291
H -1.6356 -0.4374 2.0546
H -1.2617 1.3776 1.5658
H -0.1974 0.2707 2.5822
H -0.4776 3.1992 -0.2425
H 1.6987 2.0263 -2.8595
H 2.9777 -1.1807 -0.4824
H 1.0292 -3.3141 -2.1290
```

Output
Energy above the lowest of the compared OMol25 structures with the same formula, charge and spin ... 3.937 eV
Net charge ... 0
Maximum force ... 4.66 eV Å⁻¹
HOMO (spin up / spin down) ... -7.850 / -7.360 eV
Kohn-Sham gap (spin up / spin down) ... 8.281 / 7.501 eV

(3)
C5H8O5 | wB97M-V/def2-TZVPD

```
18
Properties=species:S:1:pos:R:3
O -1.0650 0.4979 -1.6630
C -0.7306 -0.0716 -0.4337
C -1.7896 -0.1847 0.6735
O -0.9273 0.4903 1.6038
C -0.0812 0.9435 0.5400
C 1.3992 0.8947 0.8388
O 1.8368 -0.4123 1.1548
C 0.1001 -1.3479 -0.6252
O -0.2471 -2.4486 -0.2837
H -1.7732 0.0007 -2.0885
H -2.6929 0.3987 0.4414
H -2.0503 -1.1968 1.0063
H -0.3476 1.9635 0.2146
H 1.9247 1.2593 -0.0565
H 1.6072 1.5745 1.6803
O 1.2452 -1.2225 -1.4788
H 2.3667 -0.7999 0.3534
H 1.2251 -0.3390 -1.8775
```

Output
Energy above the lowest of the compared OMol25 structures with the same formula, charge and spin ... 2.128 eV
Net charge ... 0
Maximum force ... 3.01 eV Å⁻¹
HOMO ... -10.176 eV
Kohn-Sham gap ... 10.555 eV